(i)
DFT (the ωB97M-V functional and the def2-TZVPD basis) results for a 2-piece molecular cluster, C3H11NS overall.

Values from the calculation:
* total charge: 0
* HOMO energy: -8.222 eV
* molecular weight: 93.2 g mol⁻¹

Last column: Löwdin charge in e.
Geometry (Å):
C1 0.460 0.758 -1.632  -0.187
C2 -0.291 -0.548 -1.418  -0.641
S1 -1.927 -0.330 -0.652  0.654
H1 -0.135 1.446 -2.256  0.072
H2 1.421 0.566 -2.138  0.074
H3 0.664 1.247 -0.665  0.049
H4 -0.510 -1.037 -2.387  0.063
H5 0.302 -1.258 -0.810  0.033
H6 -1.481 0.222 0.496  -0.202
C3 0.536 -0.597 1.446  -0.189
N1 -0.400 0.520 1.615  -0.131
H7 -0.040 -1.489 1.149  0.071
H8 1.121 -0.840 2.349  0.079
H9 1.235 -0.343 0.632  0.063
H10 -1.062 0.317 2.372  0.095
H11 0.106 1.366 1.899  0.098

(ii)
DFT (the ωB97M-V functional and the def2-TZVPD basis) results for a 2-piece molecular cluster, C3H11NS overall.

Values from the calculation:
* total charge: 0
* HOMO energy: -8.593 eV
* molecular weight: 93.2 g mol⁻¹

Last column: Löwdin charge in e.
Geometry (Å):
C1 0.071 -1.408 0.710  -0.413
S1 -0.622 -2.952 -0.034  0.726
C2 -0.356 -4.019 1.378  -0.481
H1 0.173 -1.451 1.794  0.030
H2 1.078 -1.119 0.415  0.028
H3 -0.657 -0.634 0.489  0.015
H4 -0.699 -5.016 1.070  0.026
H5 -1.007 -3.857 2.241  0.037
H6 0.690 -4.056 1.662  0.033
C3 0.175 4.913 -1.215  -0.195
N1 1.208 5.870 -0.868  -0.075
H7 -0.681 5.423 -1.675  0.059
H8 0.587 4.117 -1.831  0.066
H9 -0.240 4.512 -0.285  0.066
H10 2.029 5.881 -1.420  0.039
H11 1.341 6.115 0.081  0.040

Least stable: (ii)

(i)
DFT (the ωB97M-V functional and the def2-TZVPD basis) results for one molecule with the formula C24H22N4O3.

Values from the calculation:
* total charge: 0
* HOMO energy: -8.046 eV
* molecular weight: 414.5 g mol⁻¹

Last column: Löwdin charge in e.
Geometry (Å):
C1 -9.252 -0.879 -0.813  -0.087
O1 -8.266 -1.766 -0.340  -0.079
C2 -7.025 -1.285 -0.072  -0.264
C3 -6.100 -2.223 0.395  0.004
C4 -4.811 -1.839 0.688  0.001
C5 -4.424 -0.512 0.523  -0.104
C6 -5.344 0.443 0.066  -0.146
C7 -6.637 0.044 -0.226  0.032
C8 -4.950 1.897 -0.013  -0.115
C9 -3.498 2.117 -0.456  -0.109
C10 -2.629 1.186 0.309  -0.088
C11 -1.274 1.204 0.720  -0.132
C12 -0.380 2.373 0.557  -0.397
O2 -0.822 3.495 0.739  0.079
N1 0.912 2.210 0.184  0.168
C13 1.676 1.133 -0.236  -0.307
C14 1.527 -0.257 -0.081  0.001
C15 2.629 -0.786 -0.711  -0.051
N2 3.351 0.242 -1.196  -0.174
C16 4.622 0.181 -1.869  -0.091
C17 5.722 -0.230 -0.921  -0.219
C18 6.552 -1.304 -1.201  -0.041
C19 7.550 -1.669 -0.314  -0.045
C20 7.734 -0.977 0.874  -0.283
C21 8.813 -1.361 1.840  -0.053
C22 6.894 0.096 1.153  -0.038
C23 5.902 0.468 0.268  -0.027
N3 2.791 1.412 -0.907  0.130
N4 -0.986 0.097 1.370  0.107
O3 -2.098 -0.678 1.390  0.056
C24 -3.086 -0.033 0.753  -0.154
H1 -8.962 -0.427 -1.767  0.096
H2 -10.145 -1.484 -0.959  0.094
H3 -9.465 -0.090 -0.085  0.096
H4 -6.422 -3.245 0.514  0.119
H5 -4.090 -2.559 1.042  0.121
H6 -7.341 0.786 -0.571  0.109
H7 -5.073 2.322 0.989  0.137
H8 -5.625 2.431 -0.683  0.117
H9 -3.393 1.909 -1.526  0.131
H10 -3.194 3.149 -0.280  0.116
H11 1.398 3.092 0.050  0.158
H12 0.750 -0.774 0.437  0.070
H13 2.941 -1.802 -0.841  0.124
H14 4.813 1.185 -2.259  0.132
H15 4.558 -0.522 -2.705  0.126
H16 6.423 -1.858 -2.120  0.108
H17 8.190 -2.507 -0.550  0.108
H18 8.397 -1.511 2.835  0.081
H19 9.310 -2.276 1.527  0.073
H20 9.557 -0.568 1.907  0.083
H21 7.023 0.645 2.075  0.114
H22 5.255 1.303 0.495  0.112

(ii)
DFT (the ωB97M-V functional and the def2-TZVPD basis) results for one molecule with the formula C24H22N4O3.

Values from the calculation:
* total charge: 0
* HOMO energy: -7.058 eV
* molecular weight: 414.5 g mol⁻¹

Last column: Löwdin charge in e.
Geometry (Å):
C1 -6.236 -3.586 1.184  0.094
O1 -6.268 -2.313 0.323  -0.007
C2 -5.346 -1.537 0.339  -0.412
C3 -4.192 -1.828 0.916  -0.023
C4 -3.303 -0.748 1.050  -0.062
C5 -3.515 0.341 0.384  -0.179
N1 -2.564 1.466 0.250  0.066
C6 -1.102 1.289 0.266  -0.284
C7 -0.324 0.259 0.103  -0.034
C8 0.953 0.439 -0.037  -0.122
C9 1.749 -0.849 -0.002  -0.302
O2 1.391 -2.056 0.770  -0.173
N2 2.684 -0.989 -0.876  0.025
C10 3.539 -2.064 -1.332  -0.032
C11 4.973 -1.662 -0.667  -0.271
C12 6.008 -1.419 -1.269  -0.202
C13 7.260 -1.076 -1.161  0.048
C14 7.376 -0.789 0.428  0.020
N3 6.291 -1.303 1.212  0.016
C15 5.143 -1.712 0.662  -0.143
C16 1.552 1.557 0.621  -0.075
C17 2.991 1.756 0.734  -0.038
C18 3.435 2.975 1.018  -0.137
C19 2.707 4.026 0.734  -0.096
C20 1.374 3.979 0.749  0.010
C21 0.900 2.778 0.394  -0.143
N4 -0.578 2.568 0.408  0.165
C22 -4.668 0.650 -0.596  -0.082
O3 -4.828 1.992 -1.163  -0.151
C23 -6.080 2.131 -1.964  -0.021
C24 -5.668 -0.325 -0.490  0.101
H1 -7.050 -4.160 0.930  0.072
H2 -5.407 -4.135 0.707  0.112
H3 -5.992 -3.314 2.069  0.028
H4 -4.004 -2.467 1.636  0.065
H5 -2.479 -0.702 1.633  0.096
H6 -2.847 2.510 -0.153  0.204
H7 -0.904 -0.875 -0.102  0.222
H8 2.846 0.045 -1.445  0.258
H9 3.506 -2.286 -2.251  0.030
H10 3.116 -3.050 -0.654  0.202
H11 5.868 -1.473 -2.590  0.194
H12 7.968 -0.749 -1.525  -0.041
H13 8.344 -0.788 1.028  0.104
H14 4.228 -1.711 1.627  0.212
H15 3.513 0.821 0.665  0.086
H16 4.771 2.907 1.032  0.201
H17 3.296 4.889 1.009  0.121
H18 0.899 4.655 0.664  -0.014
H19 -6.803 1.882 -1.285  0.044
H20 -5.837 3.098 -2.295  0.077
H21 -6.170 1.265 -2.761  0.133
H22 -6.516 -0.313 -0.923  0.033

Least stable: (ii)

(i)
DFT (the ωB97M-V functional and the def2-TZVPD basis) results for H31O15 as an isolated structure.

Values from the calculation:
* total charge: +1
* HOMO energy: -13.599 eV
* molecular weight: 271.2 g mol⁻¹

Last column: Löwdin charge in e.
Geometry (Å):
O1 -2.946 0.296 -0.303  0.042
H1 2.544 -3.124 -0.968  0.058
H2 -1.975 -0.162 0.266  0.108
O2 0.919 -2.088 2.572  -0.071
H3 1.405 -2.877 2.273  0.053
H4 1.576 -1.382 2.410  0.008
O3 2.775 -2.435 -0.328  -0.067
H5 0.164 1.280 -0.590  0.044
H6 3.463 -2.982 0.134  0.081
O4 1.423 2.993 -0.742  -0.080
H7 1.730 3.226 0.187  0.034
H8 1.809 2.204 -1.122  0.017
O5 2.065 3.143 1.941  -0.051
H9 3.038 3.118 1.808  0.079
H10 1.842 2.631 2.723  0.055
O6 -0.307 1.335 0.261  -0.068
H11 -0.335 2.311 0.220  0.065
H12 -1.711 -1.560 1.391  0.083
O7 -1.959 1.432 3.028  -0.056
H13 -1.562 2.044 3.659  0.080
H14 -1.509 0.589 3.174  0.059
O8 -0.483 -1.526 -1.519  -0.043
H15 0.381 -1.089 -1.409  0.023
H16 -0.578 -1.643 -2.463  0.010
O9 -1.308 -0.647 1.301  -0.019
H17 -2.651 0.949 -1.020  0.135
H18 -0.345 -0.696 1.282  0.061
O10 2.483 -0.081 -2.690  -0.045
H19 -1.956 -0.385 -4.073  0.005
O11 0.271 -1.156 -4.769  -0.036
H20 -0.670 -1.234 -4.910  0.013
H21 0.505 -0.230 -4.916  0.055
O12 -3.661 2.100 1.493  -0.062
H22 -3.750 1.843 2.413  0.052
H23 -2.736 2.442 1.614  0.061
O13 -1.726 -3.283 1.889  -0.056
H24 -0.961 -3.588 1.357  0.070
H25 -1.495 -3.153 2.839  0.082
O14 -2.132 0.454 -3.636  -0.043
H26 -2.930 1.094 0.370  0.081
H27 -2.985 0.165 -3.269  0.054
O15 2.447 0.048 1.448  -0.056
H28 2.562 -0.124 0.510  0.025
H29 3.326 0.268 1.841  0.089
H30 2.864 0.072 -3.553  0.047
H31 3.078 -0.590 -2.119  0.026

(ii)
DFT (the ωB97M-V functional and the def2-TZVPD basis) results for a 15-piece molecular cluster, H31O15 overall.

Values from the calculation:
* total charge: +1
* HOMO energy: -13.230 eV
* molecular weight: 271.2 g mol⁻¹

Last column: Löwdin charge in e.
Geometry (Å):
O1 -4.027 0.251 -1.995  -0.077
H1 -1.743 -0.142 -0.085  0.113
H2 -3.837 -0.143 -2.945  0.106
O2 2.479 2.466 -1.619  -0.020
H3 -0.047 0.596 4.367  0.113
H4 2.386 3.354 -1.922  0.064
O3 -1.254 3.274 1.957  -0.021
H5 2.711 0.096 4.166  0.037
H6 -0.157 1.114 -1.914  0.055
O4 0.971 -3.335 -1.373  -0.074
H7 1.986 0.074 1.576  0.031
H8 1.203 -4.222 -1.713  0.061
O5 -1.986 0.901 0.445  0.122
H9 -1.137 1.208 0.089  0.079
H10 -1.554 0.725 1.313  0.079
O6 -2.074 -1.116 -0.935  -0.069
H11 -0.432 3.737 2.075  0.038
H12 -2.057 3.602 2.262  0.016
O7 2.262 -0.691 3.919  -0.018
H13 -1.148 -1.372 -1.132  0.085
H14 1.398 3.064 -0.154  0.012
O8 -2.346 -3.082 -2.060  -0.058
H15 2.100 1.815 -2.169  -0.041
H16 1.242 1.648 0.069  -0.033
O9 2.186 0.507 0.721  -0.054
H17 -1.648 -3.639 -2.332  0.013
H18 1.860 -2.412 1.863  0.069
O10 1.815 1.197 -3.829  -0.029
H19 -2.087 -2.380 -2.781  0.125
O11 -0.175 0.171 3.454  -0.089
H20 0.309 0.811 2.891  0.055
H21 2.150 0.468 -4.316  0.054
O12 0.722 2.471 0.107  -0.082
H22 2.724 -0.183 0.332  0.064
H23 -2.431 -1.952 -0.425  0.182
O13 1.380 -1.885 1.187  -0.085
H24 1.694 -0.813 4.656  0.023
H25 0.773 -2.660 1.098  0.059
O14 0.248 0.242 -1.900  -0.039
H26 -3.283 -0.140 -1.581  -0.079
H27 -1.980 -0.365 2.305  0.084
O15 -1.620 -1.224 1.880  -0.083
H28 -1.207 -1.482 2.707  0.040
H29 1.484 -2.690 -1.931  0.069
H30 1.051 1.447 -4.397  0.104
H31 1.099 0.689 -1.931  -0.002

Least stable: (ii)